[1]
Entry from the OMol25 dataset: the ion C10H19Br2ClN with charge +1 (the ωB97M-V functional and the def2-TZVPD basis).

Each line ends with the Löwdin charge.
Positions of all 33 atoms, in Å:
1 C 0.6655 -2.7468 -0.2122  -0.23
2 C 1.1376 -1.8786 1.1379  -0.65
3 Br 1.7424 -3.3224 2.4514  0.66
4 C -0.1068 -1.1245 1.8737  -0.59
5 Br -1.7501 -2.2424 1.4677  0.80
6 N -0.2619 0.3405 1.6581  -0.13
7 C -1.6868 0.8186 2.0182  -0.16
8 C -2.4933 1.0864 0.5764  -0.14
9 C -1.3769 0.6347 -0.5880  -0.10
10 C -0.0408 1.0298 0.3406  -0.23
11 C 1.4239 1.1465 -0.3644  -0.13
12 C 1.5368 0.4735 -1.8674  -0.25
13 C 0.8407 1.3540 -3.0618  -0.50
14 Cl -0.1723 0.1342 -4.0895  0.45
15 H 1.6739 -2.8989 -0.8329  0.11
16 H 0.2838 -3.8222 0.0481  0.07
17 H -0.0460 -2.1353 -0.9194  0.05
18 H 2.0964 -1.2365 0.9573  0.09
19 H 0.0627 -1.2813 3.0464  0.12
20 H 0.4092 0.8133 2.3192  0.21
21 H -2.2543 0.2772 2.8809  0.14
22 H -1.5962 1.9422 2.4115  0.15
23 H -2.7855 2.2341 0.5602  0.14
24 H -3.3529 0.2880 0.6637  0.11
25 H -1.4771 -0.4715 -0.9608  0.10
26 H -1.6088 1.4604 -1.4177  0.13
27 H -0.3000 2.1660 0.6153  0.17
28 H 1.6069 2.3146 -0.5437  0.14
29 H 2.3385 0.8285 0.3344  0.12
30 H 1.1312 -0.6186 -1.9463  0.06
31 H 2.7022 0.4315 -2.1219  0.14
32 H 0.0706 2.1283 -2.6370  0.07
33 H 1.5874 1.8768 -3.7978  0.10

Cartesian forces, eV/Å:
C 1.977 0.454 -0.737
C -0.492 -0.984 -0.881
Br -0.335 1.211 -0.804
C 1.376 -2.780 1.585
Br 0.875 1.203 0.530
N -0.316 0.997 0.896
C -1.652 3.523 0.523
C 0.543 -2.388 1.235
C -0.941 2.106 1.434
C -0.879 2.417 -2.966
C 0.719 0.640 -0.535
C 1.285 0.059 -0.275
C -0.355 -0.011 0.446
Cl 0.859 1.263 0.812
H -2.166 0.265 1.339
H 0.508 2.422 -0.380
H 1.235 -1.323 1.603
H -2.117 -1.070 0.351
H -0.593 0.539 -2.670
H -0.791 -0.747 -0.583
H 1.456 0.364 -1.978
H 0.397 -2.571 -0.492
H 0.404 -2.763 -0.274
H 1.242 2.166 -0.708
H 0.290 2.380 0.778
H 1.134 -2.255 1.494
H 0.643 -2.557 -0.420
H -0.485 -2.557 0.512
H -2.157 0.469 -1.510
H 0.750 2.170 0.386
H -2.546 -0.016 0.625
H 1.602 -1.473 -0.944
H -1.469 -1.153 1.608

Orbital gap in eV: 10.22
SMILES string: C[C@H](Br)[C@H](Br)[N@@H+]1CCC[C@@H]1CCCCl
Calculated total energy in eV: -164764.0734
Total charge: +1

[2]
Entry from the OMol25 dataset: a structure of composition C10H19ClLaNY (the ωB97M-V functional and the def2-TZVPD basis).

Each line ends with the Löwdin charge.
Positions of all 33 atoms, in Å:
1 Y -0.7145 -0.2879 0.2223  0.98
2 Cl -1.2198 1.7990 -1.2289  -0.06
3 C -2.8683 -0.4700 0.6503  -0.33
4 H -2.7052 -0.9503 1.6161  -0.04
5 H -3.3422 -1.0985 -0.0884  -0.03
6 H -3.2282 0.5474 0.7071  -0.05
7 La -0.3426 0.0094 -2.9621  1.15
8 C 1.7485 0.6032 -3.3992  -0.43
9 C -1.7299 -0.1677 -4.6572  -0.43
10 C -0.4802 -1.6346 -1.5728  -0.65
11 H -2.0010 -1.2088 -4.5198  -0.04
12 H -2.4743 0.5852 -4.4565  -0.04
13 H -0.9838 0.0431 -5.4202  -0.05
14 H 2.2621 -0.2656 -3.0011  -0.05
15 H 1.6253 0.6304 -4.4836  -0.05
16 H 1.8851 1.5483 -2.8941  -0.05
17 H -1.3472 -2.2960 -1.6396  -0.07
18 H 0.5724 -1.9205 -1.4256  -0.09
19 C 2.6280 -0.6469 0.7826  -0.07
20 C 1.8591 -0.1139 1.9026  -0.40
21 C 2.3044 0.2153 3.1887  -0.07
22 C 1.1764 0.7031 3.9164  -0.08
23 C 0.0722 0.6707 3.0589  -0.39
24 C -1.2824 1.0928 3.3902  -0.07
25 N 0.5059 0.1759 1.8440  -0.15
26 H 2.2343 -1.6324 0.4780  0.07
27 H 3.6695 -0.7619 1.1106  0.08
28 H 2.5974 0.0526 -0.0714  0.08
29 H 3.2973 0.1115 3.5455  0.07
30 H 1.1622 1.0352 4.9225  0.07
31 H -1.6598 0.4601 4.2076  0.09
32 H -1.2484 2.1347 3.7396  0.08
33 H -1.9724 1.0370 2.5378  0.04

Cartesian forces, eV/Å:
Y -1.119 -0.217 -1.189
Cl -0.559 1.759 0.982
C -0.437 -0.200 0.353
H -0.709 -0.158 0.352
H -0.467 -0.137 0.001
H -0.568 0.095 0.210
La -0.685 2.024 -0.279
C 2.879 0.573 -0.995
C -1.666 -0.446 -2.773
C -0.026 -2.595 2.301
H -0.479 -0.165 -0.493
H -0.513 0.097 -0.441
H -0.510 -0.037 -0.703
H 0.742 0.095 -0.099
H 0.773 0.219 -0.119
H 0.580 0.259 -0.075
H 0.489 -0.782 0.184
H -0.075 -1.038 -0.066
C 0.269 -0.307 -0.770
C -0.703 1.225 3.026
C -1.272 -0.113 -0.974
C -0.355 -0.361 -1.385
C 3.308 -0.582 0.368
C -1.053 0.365 0.159
N 1.588 0.326 1.798
H 0.318 0.258 -0.181
H -0.232 -0.046 -0.299
H 0.162 -0.392 0.015
H 0.736 -0.072 0.263
H 0.023 0.269 0.774
H -0.229 0.272 -0.253
H -0.272 -0.229 -0.042
H 0.061 0.041 0.349

Orbital gap in eV: 6.30
Calculated total energy in eV: -26589.2847
Total charge: -1

[3]
Entry from the OMol25 dataset: a structure of composition C10H19F10N3O3Si2 (the ωB97M-V functional and the def2-TZVPD basis).

Each line ends with the Löwdin charge.
Positions of all 47 atoms, in Å:
1 N 1.9846 4.4089 -0.0774  -0.03
2 Si 1.2187 3.0010 -0.6636  0.48
3 O 2.2019 2.1361 -1.6457  -0.32
4 Si 3.2488 0.9561 -1.2150  0.45
5 F 4.2007 1.5686 -0.0646  -0.20
6 C -0.2113 3.6252 -1.8263  -0.42
7 F -0.3760 2.8104 -2.9059  0.08
8 F 0.1515 4.8599 -2.3072  0.07
9 C -1.6012 3.8551 -1.1717  -0.39
10 F -2.3460 4.6998 -1.8956  0.16
11 F -1.3515 4.4160 0.0453  0.11
12 C -2.4475 2.5654 -0.9393  -0.34
13 F -2.6990 1.9933 -2.1230  0.15
14 F -1.6833 1.7288 -0.2128  0.12
15 C -3.8217 2.7805 -0.1962  -0.52
16 F -3.8940 1.9671 0.8604  0.18
17 F -4.8324 2.5109 -1.0146  0.19
18 F -3.9561 4.0357 0.2465  0.17
19 H 2.5811 4.2715 0.7323  0.04
20 H 1.3818 5.2050 0.0982  0.04
21 H 0.6971 2.0989 0.3757  0.03
22 H 4.0683 0.5916 -2.3721  -0.02
23 H 2.5353 -0.1748 -0.6048  -0.02
24 C -2.2357 -1.2464 -1.4654  0.00
25 C -1.0768 -1.8829 -0.7333  -0.52
26 O 0.0015 -1.3031 -0.6340  -0.01
27 N -1.2485 -3.1163 -0.2040  0.03
28 C -2.4473 -3.9247 -0.2230  -0.07
29 H -1.8915 -0.2814 -1.8230  0.06
30 H -2.5558 -1.8493 -2.3157  0.09
31 H -3.0930 -1.1047 -0.8054  0.09
32 H -0.4148 -3.5291 0.2118  0.09
33 H -2.7723 -4.1689 0.7893  0.09
34 H -2.2824 -4.8587 -0.7622  0.09
35 H -3.2518 -3.3860 -0.7155  0.07
36 C 2.8631 -4.3369 2.7095  -0.01
37 C 1.8081 -3.7457 1.8039  -0.53
38 O 1.0414 -4.4544 1.1560  0.01
39 N 1.7107 -2.4027 1.7285  0.03
40 C 2.4545 -1.3871 2.4351  -0.07
41 H 2.7892 -5.4182 2.6453  0.08
42 H 3.8629 -4.0249 2.4057  0.09
43 H 2.7109 -4.0263 3.7436  0.08
44 H 1.0126 -2.1116 1.0537  0.09
45 H 1.7937 -0.7639 3.0400  0.09
46 H 2.9890 -0.7373 1.7405  0.06
47 H 3.1823 -1.8504 3.0962  0.07

Cartesian forces, eV/Å:
N -0.199 0.007 0.381
Si -0.129 0.022 -0.153
O 0.074 -0.055 0.190
Si -0.026 -0.104 0.026
F -0.052 -0.087 -0.113
C -0.161 0.097 -0.045
F 0.102 0.074 0.064
F -0.013 -0.102 0.026
C -0.155 -0.386 0.223
F -0.029 0.152 -0.124
F -0.023 0.072 -0.034
C 0.455 0.304 -0.050
F -0.158 -0.033 -0.083
F -0.108 -0.118 0.069
C 0.054 0.177 0.288
F -0.041 0.033 -0.189
F 0.031 0.032 0.060
F 0.005 -0.203 -0.140
H 0.035 0.071 -0.178
H 0.134 0.012 -0.150
H 0.052 -0.019 -0.011
H 0.047 0.044 -0.007
H 0.058 0.025 -0.029
C 0.110 0.102 0.012
C -0.208 -0.512 0.020
O 0.177 0.135 0.180
N 0.063 0.246 -0.088
C -0.030 0.069 -0.076
H -0.061 -0.068 -0.026
H 0.009 -0.048 0.031
H -0.002 0.005 -0.003
H -0.002 -0.127 0.052
H 0.022 0.017 0.017
H 0.018 0.003 -0.011
H -0.035 -0.038 0.007
C -0.054 -0.075 -0.066
C 0.052 0.234 0.215
O 0.026 -0.143 -0.040
N -0.201 -0.172 -0.130
C 0.104 -0.064 0.019
H 0.011 0.005 0.011
H -0.009 0.019 -0.003
H -0.005 0.005 -0.001
H 0.060 0.416 -0.155
H -0.028 -0.032 0.011
H 0.016 -0.025 -0.006
H 0.013 0.029 0.009

Orbital gap in eV: 10.06
Calculated total energy in eV: -64227.6701

| no. | E_HOMO (eV) | largest force on an atom (eV/Å) |
| --- | --- | --- |
| 1 | -13.51 | 3.9 |
| 2 | -3.64 | 3.5 |
| 3 | -9.45 | 0.6 |